Computed, not measured: a structure of composition C61H54Cl2CoN6O3S3Si in a non-equilibrium geometry, with ωB97M-V/def2-TZVPD.

```
131
Properties=species:S:1:pos:R:3:forces:R:3:mulliken_spin:R:1
Co 0.92289 -1.03567 1.59884 0.23 -0.51 0.13 1.11
Cl 3.98612 -3.09304 4.87249 -0.01 -0.02 -0.03 0.00
C 3.34757 -3.79093 3.42083 0.03 -0.08 0.03 0.00
C 3.67029 -5.11599 3.09176 0.03 0.07 0.09 0.00
C 3.21398 -5.68933 1.93885 0.01 -0.06 -0.07 0.00
Cl 3.68115 -7.32459 1.53894 -0.06 0.11 0.04 0.00
C 2.39002 -4.95690 1.05549 -0.02 -0.09 -0.05 -0.01
C 1.91366 -5.42040 -0.18995 0.03 -0.04 0.05 0.01
C 1.19907 -4.57402 -0.98473 -0.05 0.08 -0.07 -0.01
C 0.88609 -3.28406 -0.52024 0.04 -0.10 0.00 -0.01
N 1.23533 -2.84483 0.66370 -0.01 -0.03 0.07 -0.02
C 2.03903 -3.64536 1.42710 -0.07 0.10 0.02 0.00
C 2.54765 -3.00568 2.59892 0.02 -0.09 0.01 0.01
O 2.26449 -1.76973 2.79675 -0.14 0.19 -0.03 0.00
H 4.30647 -5.68276 3.75901 -0.01 0.03 -0.01 0.00
H 2.14597 -6.42766 -0.50867 0.03 0.02 -0.01 0.00
H 0.86517 -4.87272 -1.96958 0.01 0.00 0.02 0.00
H 0.34916 -2.59990 -1.15139 -0.11 0.05 -0.05 0.00
C -7.81006 -0.80961 -0.76636 -0.21 -0.03 -0.06 0.00
C -6.48985 -0.89587 -0.09194 0.14 0.02 0.09 -0.01
C -5.93386 -2.14478 0.24095 0.06 0.00 -0.09 0.00
C -4.71267 -2.21371 0.84144 0.14 -0.32 -0.09 -0.01
C -3.93047 -1.04043 1.14946 -0.83 0.04 0.36 0.00
C -4.56150 0.21049 0.79779 0.24 0.44 -0.05 -0.01
C -5.78939 0.28037 0.21096 -0.02 -0.04 -0.17 0.00
S -0.97655 -0.13221 0.46359 0.06 -0.07 0.50 -0.01
O -1.25420 1.28072 0.93593 -0.38 -0.31 -0.06 0.02
C -1.04835 -0.15950 -1.30582 -0.31 -0.57 0.06 -0.01
C -1.43726 -1.40436 -1.89240 -0.11 -0.03 0.14 0.00
C -1.53654 -1.56489 -3.23475 0.08 0.18 -0.11 0.00
C -1.25288 -0.47140 -4.10367 -0.10 -0.09 0.09 0.00
C -1.25982 -0.62032 -5.51042 -0.03 -0.03 0.09 0.00
C -0.99175 0.44264 -6.32435 0.03 0.11 0.05 0.00
C -0.70992 1.70410 -5.75617 -0.03 -0.09 -0.11 0.00
C -0.71428 1.87610 -4.40152 -0.07 -0.03 0.15 0.00
C -0.98462 0.79047 -3.52824 0.01 0.09 -0.05 0.00
C -0.91885 0.93787 -2.09591 -0.14 0.50 -0.51 0.00
C -0.78642 2.31435 -1.53780 0.34 -0.01 -0.13 0.00
C -1.93241 3.16620 -1.50817 -0.03 0.01 0.01 0.00
C -3.22462 2.72243 -1.90244 0.10 -0.06 -0.03 0.00
C -4.29205 3.57436 -1.89729 -0.02 0.03 0.04 0.00
C -4.13865 4.91852 -1.48239 -0.02 -0.11 -0.04 0.00
C -2.91941 5.36024 -1.06485 0.08 -0.02 0.03 0.00
C -1.78988 4.49971 -1.06245 0.03 0.08 0.01 0.00
C -0.52007 4.95790 -0.62960 -0.05 -0.01 -0.03 0.00
C 0.56211 4.13195 -0.65345 0.08 -0.08 -0.02 0.00
C 0.42128 2.81239 -1.13192 0.28 0.06 -0.04 0.00
S 1.93060 1.79084 -1.04744 -1.71 0.47 -0.21 0.03
O 3.03609 2.74092 -0.70995 -1.64 1.22 0.11 0.00
C 2.17368 1.35573 -2.76120 -0.06 0.06 -0.12 0.00
C 2.67062 2.29688 -3.64870 -0.05 -0.01 -0.03 0.00
C 2.92015 1.92124 -4.95850 0.01 0.06 -0.03 0.00
C 2.68167 0.61748 -5.39148 0.02 -0.07 0.01 0.00
C 2.94237 0.21352 -6.81820 -0.05 0.03 0.03 0.00
C 2.20226 -0.31478 -4.47438 0.05 0.03 0.03 0.00
C 1.95859 0.04425 -3.15768 -0.07 -0.04 0.01 0.00
H -8.24902 -1.79065 -0.93031 -0.02 -0.01 0.00 0.00
H -7.70283 -0.30926 -1.73080 -0.01 0.01 0.00 0.00
H -8.50048 -0.20900 -0.17117 -0.01 0.02 -0.01 0.00
H -6.49067 -3.04680 0.02321 0.00 0.00 -0.02 0.00
H -4.29181 -3.18022 1.10329 -0.04 0.05 0.03 0.00
H -3.99897 1.11585 1.01969 -0.04 -0.07 0.01 0.00
H -6.23005 1.24011 -0.02415 0.00 0.03 -0.04 0.00
H -1.72596 -2.21882 -1.23638 0.11 0.00 0.03 0.00
H -1.85412 -2.51305 -3.65600 0.04 0.03 0.01 0.00
H -1.47123 -1.59802 -5.92926 0.00 0.02 0.01 0.00
H -0.99083 0.32089 -7.40007 0.00 0.01 0.00 0.00
H -0.48076 2.54367 -6.40076 -0.01 -0.01 0.00 0.00
H -0.48316 2.84703 -3.98280 -0.01 -0.01 0.02 0.00
H -3.35936 1.69190 -2.21101 0.04 0.03 -0.03 0.00
H -5.26634 3.22106 -2.21649 0.03 0.01 0.00 0.00
H -4.98793 5.59010 -1.49796 0.00 -0.02 0.02 0.00
H -2.78953 6.38348 -0.73186 0.01 -0.01 0.00 0.00
H -0.42281 5.97908 -0.27980 0.00 -0.02 0.01 0.00
H 1.54105 4.45445 -0.32361 -0.03 0.01 0.02 0.00
H 2.86577 3.30624 -3.30382 0.00 -0.01 -0.02 0.00
H 3.30241 2.65324 -5.66135 0.01 -0.02 0.01 0.00
H 3.43367 1.01120 -7.37416 0.00 0.00 0.01 0.00
H 2.00576 -0.02706 -7.32754 0.00 0.01 0.02 0.00
H 3.57388 -0.67447 -6.86443 0.01 0.00 0.01 0.00
H 2.02861 -1.33863 -4.78833 0.02 0.03 0.01 0.00
H 1.60966 -0.69454 -2.44031 0.05 0.13 -0.11 -0.01
C -2.92822 -3.25721 4.54606 -0.08 -0.11 0.16 0.00
Si -2.10849 -2.29719 3.16227 0.02 0.28 -0.17 0.02
C -3.39951 -1.00009 2.60426 0.23 -0.06 0.07 0.00
C -1.67096 -3.60322 1.90217 -0.23 -0.06 -0.30 0.00
N -0.68609 -1.35355 3.45270 0.46 0.05 0.45 0.02
C -0.41060 -0.71784 4.55960 -0.22 0.07 -0.12 0.01
C 0.82552 0.10871 4.67567 -0.04 0.03 0.00 0.01
C 1.10899 0.68589 6.00587 0.07 -0.02 -0.12 0.00
C 0.27922 0.58639 7.04787 -0.14 -0.03 0.05 0.00
C -0.99279 -0.07814 6.86011 0.10 0.12 0.13 0.00
C -1.32989 -0.66969 5.70231 0.13 -0.07 -0.27 0.00
H -3.59819 -3.99446 4.08710 0.06 0.03 0.05 0.00
H -3.53318 -2.64109 5.21283 0.01 -0.07 0.00 0.00
H -2.20165 -3.80154 5.15403 -0.02 0.00 -0.01 0.00
H -4.24913 -1.01972 3.29501 -0.02 0.04 -0.11 0.00
H -2.94768 -1.06363 0.55446 0.60 0.13 -0.07 0.00
H -2.91543 -0.02521 2.70998 0.08 -0.05 0.11 0.00
H -2.33564 -4.46966 1.99040 0.06 0.07 -0.02 0.00
H -0.65230 -3.94164 2.10052 -0.01 -0.03 0.00 0.00
H -1.70278 -3.25750 0.86373 0.09 -0.01 0.08 0.00
H 1.67878 -0.51383 4.39259 0.04 0.06 -0.12 0.00
H 2.04896 1.21751 6.09900 -0.01 -0.01 -0.01 0.00
H 0.52849 1.00656 8.01401 -0.04 0.01 -0.03 0.00
H -1.70461 -0.08359 7.67932 0.02 0.01 -0.02 0.00
H -2.30674 -1.11936 5.60434 0.04 0.00 0.01 0.00
S 3.77926 -1.55326 -0.82234 0.07 -0.29 0.03 0.00
C 4.87312 -0.38627 -1.26744 0.50 0.68 -0.14 0.00
N 4.57225 0.92865 -0.95906 0.86 -1.32 -0.17 0.00
C 5.33464 1.98359 -1.28019 0.33 0.16 0.15 0.00
C 6.50381 1.77395 -1.93384 0.17 -0.33 -0.11 0.00
C 6.80532 0.42562 -2.22891 0.05 0.09 -0.06 0.00
N 6.05535 -0.60233 -1.92983 -0.32 -0.17 0.14 0.00
H 3.68234 1.07600 -0.49525 1.13 -0.10 0.35 -0.03
H 4.95720 2.95540 -0.98934 0.18 -0.28 -0.05 0.00
H 7.15614 2.58748 -2.20829 0.02 -0.03 0.00 0.00
H 7.72955 0.19305 -2.75225 -0.01 -0.01 0.00 0.00
N 3.27315 4.10965 3.79693 -0.05 -0.15 0.02 0.00
C 2.63828 2.91849 3.40065 0.29 -0.01 -0.04 0.00
C 3.35474 2.04920 2.50163 0.05 0.25 0.16 0.00
C 2.66357 1.00048 1.98707 -0.13 -0.23 0.16 0.01
N 1.40043 0.65799 2.29688 -0.08 0.56 -0.18 -0.07
C 0.79238 1.25212 3.46278 0.31 -0.07 -0.18 0.00
C 1.41542 2.56378 3.83782 -0.32 -0.15 0.06 0.00
H 3.88018 4.49400 3.08984 -0.01 -0.01 -0.03 0.00
H 2.64231 4.80816 4.15780 -0.03 0.01 0.01 0.00
H 4.36148 2.27531 2.17127 -0.09 0.00 0.03 0.00
H 3.13369 0.37062 1.23320 -0.02 -0.14 0.16 -0.02
H -0.26792 1.39697 3.25325 -0.10 -0.08 0.08 -0.01
H 0.85507 3.21044 4.50876 0.02 -0.01 -0.09 0.00
```
Forces are in eV/Å.

Calculated values
- 2S+1 = 2
- E_tot (eV) = -182270.1589
- maximum force (eV/Å) = 2.05
- energy above the lowest of the compared OMol25 structures with the same formula, charge and spin (eV) = 2.505
- frontier orbital gap (alpha / beta) (eV) = 3.3402 / 3.2593
- LUMO level (alpha / beta) (eV) = -2.165 / -2.245
- HOMO energy (alpha / beta) (eV) = -5.505 / -5.504
- total charge = 0

Computed, not measured: a cluster of 2 separate species, C4H12B3ClNO5 in total in a non-equilibrium geometry, with ωB97M-V/def2-TZVPD.

```
26
Properties=species:S:1:pos:R:3:forces:R:3:lowdin_charge:R:1
C 2.63197 -1.07473 0.56995 -1.24 1.97 1.59 -0.02
C 1.87749 -0.10097 1.26399 1.66 -1.73 -1.57 -0.14
C 1.17785 1.14453 0.54851 -0.44 -0.46 0.22 -0.07
B -0.41448 0.87488 0.24254 0.52 -0.18 -0.49 -0.43
O -1.44837 1.79119 0.67120 -0.20 -2.97 0.09 0.19
B -2.70511 1.11824 0.86838 -1.19 -0.15 -0.66 -0.81
Cl -3.87835 1.46496 2.23382 1.60 -0.05 -1.61 0.71
O -3.09615 0.04814 -0.03875 3.10 0.37 2.32 0.18
B -1.93919 -0.83406 -0.00127 -0.74 -0.10 -1.15 -0.39
C -1.95115 -2.32759 0.64831 -0.33 0.40 -0.43 -0.02
O -0.94907 -2.28739 1.72976 -1.97 1.23 -0.77 -0.17
O 0.17158 -2.99565 1.38391 1.65 -1.60 -0.72 -0.05
O -0.69183 -0.33207 -0.52992 -1.44 1.76 2.51 0.19
H 3.29521 -1.77042 1.17175 -1.26 0.69 -0.90 0.08
H 2.65188 -1.17856 -0.55781 0.13 0.45 1.46 0.07
H 1.82795 -0.22843 2.39531 0.02 0.61 -1.68 0.13
H 1.25532 2.08599 1.19181 0.24 -1.25 -1.01 0.12
H 1.71544 1.26171 -0.46327 -0.55 0.02 1.47 0.09
H -2.97087 -2.59116 1.09003 1.50 0.10 -0.61 0.15
H -1.61521 -3.05623 -0.15853 -0.62 0.50 1.20 0.14
H 0.48536 -2.71953 0.49319 -0.38 0.45 0.71 0.09
N 0.91418 2.34165 -2.95083 -0.05 0.04 -0.06 0.34
H 1.46974 1.77419 -3.59814 -0.04 0.02 0.05 0.17
H 0.25542 1.73807 -2.44609 0.06 -0.02 0.00 0.14
H 1.53662 2.80331 -2.28015 -0.05 -0.05 0.00 0.16
H 0.39374 3.04990 -3.47769 0.03 -0.05 0.03 0.17
```
Forces are in eV/Å.

Calculated values
- E_tot (eV) = -30617.6809
- maximum force (eV/Å) = 3.89
- frontier orbital gap (eV) = 7.4963
- LUMO level (eV) = -4.551
- HOMO energy (eV) = -12.047
- total charge = +1

Computed, not measured: a structure of composition C31H33Cl2F3NNaO6P2S3Te, with ωB97M-V/def2-TZVPD.

```
83
Properties=species:S:1:pos:R:3:forces:R:3:lowdin_charge:R:1
Na 0.34073 1.31658 -0.45724 -0.53 -0.68 -0.15 0.12
Cl -0.12367 -1.52112 2.71323 -0.01 -0.09 0.00 0.57
C 0.89987 -0.40990 3.61479 0.08 0.05 0.08 -1.02
Cl 2.48644 -0.13474 2.86390 -0.03 -0.07 0.02 0.52
H 1.08648 -0.84020 4.59271 -0.04 0.04 0.02 0.01
H 0.39987 0.54882 3.66530 -0.02 -0.02 -0.02 -0.02
C -5.78529 -0.02846 -4.17175 -0.04 -0.02 0.01 -0.12
C -6.12894 -0.30642 -2.85736 0.00 0.03 -0.02 -0.11
C -5.13995 -0.47451 -1.89415 -0.02 0.04 0.02 -0.09
C -3.79187 -0.37168 -2.22587 -0.13 -0.03 0.03 -0.37
C -3.46033 -0.07158 -3.55101 0.00 -0.01 -0.04 -0.10
C -4.44231 0.08932 -4.51318 0.01 0.02 -0.04 -0.11
P -2.36114 -0.46629 -1.07527 0.28 0.16 -0.03 1.10
C -3.19794 -0.69492 0.54493 0.04 0.00 0.08 -0.35
C -3.15948 0.39419 1.41345 -0.03 -0.01 0.04 -0.10
C -3.75985 0.32586 2.66381 0.02 0.04 0.00 -0.09
C -4.40055 -0.83589 3.06492 -0.02 -0.02 0.03 -0.11
C -4.42474 -1.93708 2.21755 0.00 0.00 0.00 -0.11
C -3.82069 -1.86681 0.97100 0.02 -0.01 -0.03 -0.09
C -1.77211 -2.15370 -1.45267 0.06 -0.02 -0.02 -0.31
C -2.56888 -3.14517 -1.96592 -0.03 -0.07 -0.07 -0.12
C -2.03650 -4.42939 -2.21720 -0.02 0.03 0.02 -0.12
C -0.71709 -4.67796 -1.96617 0.01 -0.02 0.00 -0.07
C 0.14053 -3.66262 -1.47191 0.05 -0.12 -0.02 -0.19
C 1.51824 -3.89768 -1.26076 0.03 0.02 0.03 -0.09
C 2.30635 -2.87080 -0.81447 -0.01 -0.05 -0.02 -0.11
C 1.75598 -1.59800 -0.54260 -0.02 -0.05 -0.01 -0.18
C 0.41451 -1.27997 -0.69164 0.13 -0.01 -0.04 -0.10
C -0.37877 -2.36675 -1.19199 -0.10 0.09 0.05 -0.22
H -6.55532 0.10146 -4.92376 0.00 0.01 0.00 0.09
H -7.17206 -0.39196 -2.57392 -0.01 0.01 -0.01 0.09
H -5.42523 -0.67887 -0.86903 0.01 -0.02 0.00 0.09
H -2.41459 0.04607 -3.81769 0.01 -0.01 0.02 0.10
H -4.15890 0.31812 -5.53527 -0.01 -0.02 0.00 0.09
H -2.62900 1.29318 1.12438 0.01 0.00 -0.01 0.06
H -3.70252 1.17963 3.32852 0.00 0.00 0.00 0.10
H -4.86544 -0.89158 4.04280 0.01 -0.01 0.01 0.09
H -4.90470 -2.85711 2.53178 0.00 0.00 0.02 0.09
H -3.81278 -2.73557 0.32328 -0.02 0.00 0.00 0.10
H -3.61143 -2.94935 -2.19446 0.00 -0.01 0.02 0.09
H -2.67854 -5.21186 -2.60819 0.00 0.00 -0.01 0.08
H -0.30241 -5.66501 -2.15514 0.02 0.01 0.00 0.09
H 1.93073 -4.88050 -1.47092 0.00 0.00 -0.01 0.09
H 3.37269 -3.03665 -0.67995 0.00 0.01 0.01 0.09
H 2.46048 -0.83341 -0.21734 -0.01 0.00 0.05 0.06
F 1.50855 2.44024 -5.36457 0.02 -0.02 0.03 0.09
C 1.88679 2.67420 -4.08841 -0.01 0.09 0.05 -0.64
F 1.15966 3.73383 -3.66920 0.04 -0.04 0.01 0.10
F 3.16754 3.06182 -4.11541 -0.03 -0.05 -0.03 0.12
S 1.61890 1.18608 -3.01355 0.45 0.27 -0.26 0.48
O 0.17390 1.02047 -3.09278 0.22 0.04 -0.18 -0.33
O 2.44184 0.20757 -3.66488 -0.15 -0.10 -0.03 -0.28
O 2.07425 1.66593 -1.72199 0.25 0.03 -0.37 -0.32
C -1.63602 6.02129 0.75382 -0.01 0.09 -0.01 -0.09
C -1.34925 5.30115 2.05092 0.01 -0.01 0.12 -0.35
O -1.16182 3.91434 1.79284 -0.01 -0.05 -0.11 -0.32
P 0.15456 3.08581 2.23361 0.05 0.32 0.13 0.09
O 0.05277 1.75592 1.58514 -0.13 0.29 0.46 -0.41
Te 2.11747 4.40410 1.91803 -0.16 -0.09 0.08 0.31
O -0.12712 2.81245 3.81457 0.09 -0.12 0.06 -0.31
C 0.16281 3.71537 4.86942 -0.02 0.11 -0.08 -0.35
C 0.81433 2.94147 5.99511 0.01 0.00 0.02 -0.08
H -1.83968 7.07779 0.95109 0.01 0.00 0.00 0.07
H -2.49279 5.58339 0.24281 -0.01 -0.04 0.01 0.05
H -0.77056 5.94722 0.09521 0.01 -0.01 0.00 0.07
H -2.18531 5.38812 2.75391 0.00 0.04 -0.04 0.11
H -0.45205 5.71758 2.52099 -0.03 0.00 -0.02 0.05
H -0.77770 4.17718 5.19112 0.01 -0.02 0.04 0.11
H 0.82908 4.50518 4.50660 0.00 -0.04 0.04 0.03
H 0.17206 2.11955 6.31555 0.00 -0.02 0.00 0.07
H 1.00622 3.58744 6.85484 -0.01 0.04 -0.01 0.07
H 1.76317 2.52871 5.65108 0.01 -0.02 -0.01 0.08
S -2.30817 2.95144 -1.28037 -0.14 0.40 0.18 0.71
C -2.53135 3.28728 -2.86229 -0.10 -0.46 -0.15 -1.13
N -1.72348 2.91317 -3.87101 0.13 0.51 0.21 -0.06
C -1.86578 3.67028 -5.09219 -0.19 -0.07 -0.10 -0.24
C -3.37331 3.88084 -5.23070 0.10 -0.01 -0.08 -0.45
S -3.94620 4.11835 -3.52551 0.00 0.16 0.06 0.88
H -0.82660 2.52359 -3.58772 -0.07 -0.32 -0.09 0.07
H -1.45427 3.11245 -5.93355 0.00 -0.01 0.01 0.12
H -1.34836 4.63575 -5.02426 0.01 -0.03 0.00 0.12
H -3.85418 2.99809 -5.65282 0.00 0.00 0.01 0.06
H -3.60760 4.75573 -5.83439 -0.03 -0.01 0.01 0.07
```
Forces are in eV/Å.

Calculated values
- E_tot (eV) = -142454.5409
- maximum force (eV/Å) = 0.88
- frontier orbital gap (eV) = 4.8568
- LUMO level (eV) = 3.657
- HOMO energy (eV) = -1.200
- total charge = -2